ORCA calculation (ωB97M-V/def2-TZVPD) on a cluster of 5 separate species, CH12O4S in total.

## Properties
total charge: 0
orbital gap: 9.82 eV
HOMO level: -0.34537 Ha
SMILES: CS.O.O.O.O
molar mass: 120.17 g mol⁻¹
DFT total energy: -20256.3287 eV
relative energy (zero: lowest compared OMol25 entry of this formula, charge and spin): 0.987 eV

Element x y z (Å)
1 S 2.0738 0.2162 -0.0622
2 O -1.8125 -0.2958 -1.2838
3 O 0.4297 0.0687 3.7449
4 O -1.2601 -0.8008 1.3422
5 O -0.2876 -1.8568 -2.7553
6 C 1.4261 1.9247 -0.0732
7 H 0.0133 -1.0584 -2.3117
8 H 0.5903 -0.6927 3.1834
9 H -1.1881 -1.7136 1.0594
10 H -2.6970 0.0686 -1.1802
11 H 2.1768 -0.0725 -1.3704
12 H -0.4066 0.4701 3.4975
13 H 0.4016 1.9342 0.2689
14 H 1.5742 2.4349 -1.0161
15 H -1.9887 -1.2107 -1.5365
16 H -0.3631 -0.4517 1.2991
17 H -0.7984 -1.3702 -3.4223
18 H 2.1163 2.4058 0.6160

---

ORCA calculation (ωB97M-V/def2-TZVPD) on a cluster of 5 separate species, CH12O5 in total.

## Properties
total charge: 0
orbital gap: 11.75 eV
HOMO level: -0.41657 Ha
SMILES: CO.O.O.O.O
molar mass: 104.10 g mol⁻¹
DFT total energy: -11467.8292 eV
relative energy (zero: lowest compared OMol25 entry of this formula, charge and spin): 1.656 eV

Element x y z (Å)
1 O -2.4458 -4.3975 2.7549
2 O -1.5161 1.1581 -1.9808
3 O 2.0799 -1.1221 1.2106
4 O 0.5857 -1.0432 -1.6141
5 O 0.1451 2.4608 -0.0600
6 C 1.3525 3.2879 -0.2757
7 H 0.0178 -0.3712 -2.1269
8 H -0.9927 1.6092 -1.2984
9 H 1.7556 -1.2678 0.2779
10 H -2.3823 -3.6972 2.0476
11 H -2.3625 1.5569 -1.8069
12 H 0.6695 1.7630 0.3330
13 H 1.1928 -1.3984 -2.2170
14 H -2.8555 -4.1832 3.5659
15 H 1.6191 3.9081 0.6447
16 H 2.2502 2.9716 -0.6816
17 H 0.9726 3.9718 -1.1146
18 H 1.2100 -1.0385 1.5455

---

ORCA calculation (ωB97M-V/def2-TZVPD) on a cluster of 6 separate species, CH12O6 in total.

## Properties
total charge: 0
orbital gap: 11.09 eV
HOMO level: -0.38984 Ha
SMILES: C=O.O.O.O.O.O
molar mass: 120.10 g mol⁻¹
DFT total energy: -13516.0671 eV
relative energy (zero: lowest compared OMol25 entry of this formula, charge and spin): 0.654 eV

Element x y z (Å)
1 O -2.7052 2.4675 0.0470
2 O -0.1366 2.8408 1.6791
3 O -1.1283 -2.7457 -0.7721
4 O 1.0808 -2.1921 0.9386
5 O -1.9430 -0.1485 -1.4778
6 O 3.6586 -1.0543 -0.4557
7 C 1.0170 2.7411 1.3970
8 H 3.6126 -1.6865 0.2689
9 H -1.8200 0.2310 -2.3480
10 H 1.8202 2.7340 2.1624
11 H 0.2840 -2.5485 0.5105
12 H 1.6791 -2.9449 0.9802
13 H -2.4367 2.1665 0.9294
14 H 1.4301 2.5976 0.3872
15 H -2.6937 0.2437 -1.0252
16 H 2.8063 -0.6110 -0.3977
17 H -2.0300 3.0928 -0.2326
18 H -1.4062 -1.8608 -1.0548
19 H -1.0888 -3.3227 -1.5365

---

ORCA calculation (ωB97M-V/def2-TZVPD) on a cluster of 6 separate species, CH12O7 in total.

## Properties
total charge: 0
orbital gap: 11.30 eV
HOMO level: -0.39810 Ha
SMILES: O=CO.O.O.O.O.O
molar mass: 136.10 g mol⁻¹
DFT total energy: -15564.6007 eV
relative energy (zero: lowest compared OMol25 entry of this formula, charge and spin): 0.167 eV

Element x y z (Å)
1 O 1.4445 2.5357 1.0780
2 O 0.2955 2.2501 -1.4341
3 O 0.9505 -2.4319 -1.7734
4 O -1.7045 0.0128 0.0839
5 O -0.2148 0.8911 2.4654
6 O -1.7058 -2.8645 0.6075
7 O 0.3557 -0.3960 -0.3708
8 C -0.8257 0.1146 -0.7401
9 H -1.0668 1.2323 2.1593
10 H -0.1196 0.1412 1.8588
11 H 0.7620 2.9307 -1.9346
12 H 1.0215 -0.5283 -1.0586
13 H 0.3806 -3.0152 -1.2550
14 H -1.5181 -1.9217 0.7256
15 H 0.9012 2.2736 1.8505
16 H 0.9656 -2.8599 -2.6368
17 H -2.0113 -3.1775 1.4607
18 H 2.2078 1.9633 1.2240
19 H 0.7720 2.3122 -0.5789
20 H -0.8905 0.5375 -1.7316

---

ORCA calculation (ωB97M-V/def2-TZVPD) on a structure of composition CH13B2CsN2O2.

## Properties
total charge: -2
orbital gap: 4.73 eV
HOMO level: -0.01626 Ha
molar mass: 239.66 g mol⁻¹
DFT total energy: -10219.1307 eV

Element x y z (Å)
1 Cs 4.2865 -12.1495 27.2632
2 O 5.5612 -11.7271 24.4115
3 O 3.3615 -9.4325 23.3793
4 N 4.0467 -9.1742 25.4860
5 N 2.5018 -7.8645 24.6439
6 C 3.2991 -8.9266 24.4615
7 B 2.9946 -10.1840 29.4293
8 B 4.8353 -14.9648 26.0155
9 H 1.8806 -7.5290 23.9217
10 H 3.8789 -14.6381 25.6376
11 H 2.5199 -9.6596 30.2442
12 H 2.3902 -7.6602 25.6267
13 H 5.6160 -12.2167 25.2552
14 H 3.8600 -8.7380 26.3776
15 H 2.8370 -11.2424 29.5679
16 H 4.6460 -9.9804 25.3807
17 H 5.3180 -15.7470 25.4503
18 H 5.5384 -14.1480 26.0678
19 H 4.7857 -15.4447 26.9806
20 H 4.0603 -10.0155 29.4347
21 H 2.5370 -9.8884 28.4979

---

ORCA calculation (ωB97M-V/def2-TZVPD) on a cluster of 5 separate species, CH13N2O4 in total.

## Properties
total charge: +1
orbital gap: 10.17 eV
HOMO level: -0.49518 Ha
molar mass: 117.12 g mol⁻¹
DFT total energy: -12410.4621 eV
relative energy (zero: lowest compared OMol25 entry of this formula, charge and spin): 2.619 eV

Element x y z (Å)
1 O -1.2124 -3.4882 4.9108
2 O 2.9241 1.9511 0.6072
3 O -1.0393 0.8641 1.1763
4 O -3.2122 -0.0743 -4.6595
5 N 1.9054 -0.3469 -0.7117
6 N 0.1682 1.0272 -1.4843
7 C 0.5530 -0.1949 -0.9964
8 H 2.3721 -1.2157 -0.1744
9 H -1.2009 -4.2759 5.5031
10 H -0.7929 1.1609 -1.9102
11 H -3.5598 -0.0447 -5.4733
12 H 0.7739 1.9497 -1.5143
13 H 2.6836 2.3412 1.3599
14 H -0.7596 1.3698 2.0211
15 H -1.9485 0.6785 1.4526
16 H -1.0788 -2.7823 5.6401
17 H -0.2840 -0.9082 -0.9251
18 H 2.5576 0.4923 -0.7741
19 H 3.8345 2.2797 0.6844
20 H -2.6839 -0.7832 -4.7322

---

ORCA calculation (ωB97M-V/def2-TZVPD) on a structure of composition CH13NO4.

## Properties
total charge: 0
orbital gap: 10.72 eV
HOMO level: -0.37186 Ha
molar mass: 103.12 g mol⁻¹
DFT total energy: -10927.6799 eV
relative energy (zero: lowest compared OMol25 entry of this formula, charge and spin): 0.971 eV

Element x y z (Å)
1 O 0.1588 0.7375 -2.2702
2 O 0.3607 3.0405 -1.0699
3 O -1.7535 -0.8660 -1.2385
4 O 1.1062 0.9658 0.4147
5 N -0.1952 -0.6768 1.7305
6 C 0.0893 -2.1108 1.5146
7 H 0.5328 0.2328 1.1166
8 H -0.8640 -2.6301 1.4527
9 H -1.1296 -0.4700 1.3994
10 H -1.8094 -1.3793 -2.0516
11 H -0.3335 -0.3998 2.7001
12 H 0.5747 0.9130 -1.4135
13 H 0.6112 2.5372 -0.2583
14 H -0.6277 1.2869 -2.2986
15 H 0.6215 -2.2616 0.5807
16 H 1.2102 3.4857 -1.1847
17 H 0.6680 -2.4947 2.3488
18 H -0.9627 -0.3048 -1.4423
19 H 1.7423 0.3944 -0.0301

---

ORCA calculation (ωB97M-V/def2-TZVPD) on a cluster of 6 separate species, CH13O5S in total.

## Properties
total charge: -1
orbital gap: 7.32 eV
HOMO level: -0.14079 Ha
molar mass: 137.18 g mol⁻¹
DFT total energy: -22322.7564 eV
relative energy (zero: lowest compared OMol25 entry of this formula, charge and spin): 0.659 eV

Element x y z (Å)
1 S -2.1191 1.1966 -0.7656
2 O 0.8281 -0.5572 2.8987
3 O 1.1301 -1.3686 -1.5915
4 O -1.5663 -1.3540 0.9418
5 O 0.2075 0.9500 -2.6686
6 O 3.7285 -1.5186 -0.2967
7 C -1.5552 2.0991 0.7705
8 H 0.6178 -0.8255 1.9930
9 H 3.0999 -2.1891 -0.5808
10 H -0.4407 1.3555 -2.0072
11 H -0.5035 1.8928 0.9115
12 H -1.8203 3.1450 0.6524
13 H 0.0218 -0.8145 3.3562
14 H -0.2403 0.6890 -3.4716
15 H -2.2205 -1.0776 1.5834
16 H 0.4136 -1.4423 -0.9462
17 H -1.6648 -0.7251 0.1787
18 H -2.1677 1.7203 1.5807
19 H 0.9613 -0.4640 -1.9586
20 H 3.2896 -0.7118 -0.5802

---

ORCA calculation (ωB97M-V/def2-TZVPD) on a cluster of 5 separate species, CH14N2O4 in total.

## Properties
total charge: 0
orbital gap: 9.69 eV
HOMO level: -0.34340 Ha
SMILES: NCN.O.O.O.O
molar mass: 118.13 g mol⁻¹
DFT total energy: -12433.2227 eV
relative energy (zero: lowest compared OMol25 entry of this formula, charge and spin): 1.829 eV

Element x y z (Å)
1 O 2.5789 -0.7654 1.7121
2 O 3.9797 -2.7233 -0.4562
3 O 0.7356 2.2279 -2.2516
4 O -1.7003 -3.3064 -0.1600
5 N -0.7065 1.6836 0.1928
6 N -2.8872 0.6134 0.1489
7 C -2.1650 1.8084 0.5050
8 H 0.2746 2.1285 -1.4190
9 H -2.4948 -0.2620 0.5744
10 H -0.2218 0.8168 0.4648
11 H -1.6523 -4.1618 0.2923
12 H 3.1782 -2.2143 -0.5408
13 H 2.4554 -0.1741 0.9382
14 H 1.1759 3.0156 -2.0164
15 H -2.1076 1.8446 1.5902
16 H 4.5020 -2.3211 -1.1726
17 H -2.7238 2.7612 0.1419
18 H -1.7995 -3.6005 -1.0493
19 H -3.0110 0.4727 -0.8180
20 H -0.3683 2.3645 0.9567
21 H 2.9578 -0.2080 2.3666

---

ORCA calculation (ωB97M-V/def2-TZVPD) on a cluster of 5 separate species, CH14N2O4 in total.

## Properties
total charge: 0
orbital gap: 9.82 eV
HOMO level: -0.34400 Ha
SMILES: NCN.O.O.O.O
molar mass: 118.13 g mol⁻¹
DFT total energy: -12433.7377 eV
relative energy (zero: lowest compared OMol25 entry of this formula, charge and spin): 1.314 eV

Element x y z (Å)
1 O 2.3665 -0.4928 -1.9834
2 O -1.3451 0.9416 -2.4667
3 O 2.6169 -3.8318 -0.7810
4 O -0.0222 3.4722 1.3292
5 N -2.3877 0.6920 1.4823
6 N -0.4454 -0.3782 0.5800
7 C -1.1137 -0.0080 1.8026
8 H 1.4925 -0.6386 -1.6208
9 H -0.4544 0.6309 2.3977
10 H 0.1714 -1.1750 0.6288
11 H -2.2484 1.3286 0.7069
12 H -0.0631 4.1672 0.6668
13 H 2.9389 -3.3255 -1.5496
14 H 3.4221 -4.2694 -0.5207
15 H -2.4648 1.3825 2.2315
16 H -0.8847 0.2183 -2.9374
17 H -1.4550 -0.7857 2.4922
18 H 0.2692 2.6398 0.9582
19 H -2.1380 0.5477 -2.1293
20 H 2.8928 -0.5565 -1.1739
21 H -1.1477 -0.5594 -0.1132

---

ORCA calculation (ωB97M-V/def2-TZVPD) on a structure of composition CH14Na4O10.

## Properties
total charge: +2
orbital gap: 5.72 eV
HOMO level: -0.53972 Ha
molar mass: 278.07 g mol⁻¹
DFT total energy: -39395.1272 eV
relative energy (zero: lowest compared OMol25 entry of this formula, charge and spin): 1.797 eV

Element x y z (Å)
1 Na -14.1223 -13.3903 -6.6687
2 Na -15.8238 -16.5807 -5.6843
3 Na -16.7455 -13.5268 -4.6305
4 Na -14.4864 -16.4035 -2.1501
5 O -15.3196 -13.2746 -0.4907
6 O -10.9998 -14.5439 -6.4060
7 O -14.5870 -15.0068 -4.3071
8 O -13.4752 -17.0897 -6.0994
9 O -11.2542 -11.0612 -4.3424
10 O -12.5341 -11.4301 -1.4981
11 O -13.6715 -14.0978 -2.4832
12 O -10.7342 -14.5182 -2.3327
13 O -13.1001 -13.3572 -4.5299
14 O -17.1175 -12.8111 -2.4231
15 C -13.7484 -14.1194 -3.7479
16 H -17.2537 -11.8635 -2.2931
17 H -14.6272 -13.6364 -1.0568
18 H -13.3061 -18.0404 -6.1577
19 H -16.3848 -13.0017 -1.7936
20 H -11.6363 -14.2716 -5.7367
21 H -10.9573 -13.8493 -7.0707
22 H -12.0692 -11.6964 -0.6978
23 H -11.2660 -10.8099 -3.4111
24 H -11.6499 -14.2262 -2.4294
25 H -12.7675 -12.2480 -1.9535
26 H -10.6338 -15.2986 -2.8850
27 H -12.8538 -16.7627 -5.4375
28 H -14.8957 -12.5975 0.0493
29 H -11.8386 -11.8211 -4.4036